17
Properties=species:S:1:pos:R:3:forces:R:3:nbo_charge:R:1 method="wB97M-V/def2-TZVPD" homo_lumo_gap_ev=10.07 fmax_ha_per_bohr=0.06514 spin_multiplicity=1 smiles="C/C=C(/F)CCN" e_homo_ev=-9.03 e_above_lowest_kj_mol=86.29
C -2.5601 -0.3622 -0.1696 0.973 -1.545 0.480 -0.636
C -1.5962 0.7793 -0.1944 -1.605 2.413 -1.679 -0.277
C -0.3494 0.8481 0.1819 0.782 -2.212 1.468 0.399
C 0.4843 -0.3409 0.7052 0.112 0.926 -0.369 -0.493
C 1.6436 -0.5998 -0.2876 -0.421 -0.520 0.017 -0.210
H -2.1068 -1.2797 0.3171 -0.294 0.916 -0.831 0.209
H -3.4416 -0.2160 0.4479 -0.197 0.590 -0.150 0.224
H -2.8612 -0.6090 -1.1962 -0.078 -0.065 0.335 0.222
H -1.9388 1.7400 -0.7341 0.214 -1.446 1.102 0.211
H -0.0501 -1.2931 0.6471 -0.568 0.493 0.223 0.224
H 0.7751 -0.1791 1.7668 0.175 -0.068 -0.709 0.217
H 2.0053 -1.6100 -0.1060 0.190 -0.085 -0.073 0.187
H 1.2149 -0.5855 -1.2899 -0.379 -0.335 -0.040 0.183
H 3.4126 0.1088 0.3641 0.245 0.414 0.489 0.355
H 2.3068 1.2596 -0.2416 1.192 -0.777 0.082 0.369
N 2.7348 0.3171 -0.3416 -0.411 1.405 -0.143 -0.837
F 0.3269 2.0225 0.1311 0.070 -0.105 -0.200 -0.347

25
Properties=species:S:1:pos:R:3:forces:R:3:nbo_charge:R:1 method="wB97M-V/def2-TZVPD" homo_lumo_gap_ev=7.07 fmax_ha_per_bohr=0.20675 charge=+1 spin_multiplicity=1 smiles="NP(O)[C@@]1(O)COC[N@@H+]1C(=O)NC(=O)F" e_homo_ev=-12.72
N 3.4793 -0.0805 0.5248 -2.287 -0.105 0.805 -1.100
P 2.0155 -0.8779 -0.2027 2.589 -2.011 -1.443 1.167
O 2.2098 -0.6116 -1.9169 -0.539 -0.555 1.643 -0.985
C 0.4356 -0.0529 0.4910 0.350 2.128 4.131 0.076
O -0.0026 -0.9992 1.5293 -0.519 0.464 -3.391 -0.686
C 0.6007 1.4120 1.2601 0.636 0.035 0.283 -0.124
O 0.8343 2.3370 0.1265 -3.086 -3.086 0.416 -0.483
C -0.0233 1.7367 -0.9491 2.220 3.495 -2.008 0.027
N -0.6536 0.4007 -0.5033 1.231 -0.203 -1.474 -0.527
C -2.0847 0.4386 -0.0148 -5.501 7.146 1.907 0.758
O -2.6775 1.6609 0.0565 4.710 -8.667 -0.618 -0.384
N -2.9139 -0.7343 0.4569 3.552 -0.331 -3.392 -0.660
C -2.8938 -1.9010 -0.5041 -7.855 -5.385 -0.772 0.878
O -4.0604 -2.5823 -0.6603 9.252 5.132 1.039 -0.413
F -1.7253 -2.4156 -1.2537 -2.598 2.478 2.484 -0.344
H 4.2307 -0.7847 0.7045 -1.085 0.441 -0.454 0.418
H 3.2144 0.2804 1.4842 0.488 -0.319 -1.448 0.389
H 2.3471 -1.5053 -2.3624 -0.333 1.530 1.044 0.526
H -0.2922 -1.8201 1.0210 0.874 0.917 1.083 0.494
H 1.5015 1.5670 1.9905 -1.684 -0.732 -1.526 0.250
H -0.3730 1.5995 1.8840 1.609 -0.104 -1.363 0.219
H 0.7743 1.5693 -1.7941 -1.717 -0.619 1.474 0.260
H -0.7240 2.5430 -1.4320 0.631 -1.926 1.599 0.282
H -0.5029 -0.1705 -1.3791 -0.774 0.064 0.823 0.494
H -2.7158 -1.0091 1.4432 -0.163 0.210 -0.840 0.466

17
Properties=species:S:1:pos:R:3:forces:R:3:nbo_charge:R:1 method="wB97M-V/def2-TZVPD" homo_lumo_gap_ev="7.25 / 6.96" fmax_ha_per_bohr=0.05609 spin_multiplicity=1 e_homo_ev="-8.49 / -8.05" e_above_lowest_kj_mol=425.27
C 2.5890 0.0854 -1.0201 -1.448 -1.295 1.699 -0.398
C 1.7749 -0.9074 0.1185 -0.770 -0.370 -1.473 -0.674
C 1.1773 -0.1646 -1.0947 0.795 -1.268 -0.148 -0.115
C -1.9214 1.0743 0.1433 -0.687 0.672 -0.491 -0.625
C -2.3673 -0.2956 0.6842 0.413 0.248 2.844 -0.616
P 1.5473 -0.3351 1.7696 0.048 0.807 0.224 0.405
I 0.5584 -1.1329 -2.8478 -0.271 -0.016 0.287 0.145
H 2.8537 0.8815 -0.4099 0.819 1.568 0.688 0.226
H 3.3397 -0.3693 -1.6062 0.564 -0.312 -0.896 0.224
H 1.8588 -2.0353 0.1020 0.094 1.425 -0.561 0.255
H -0.8909 1.0937 0.5314 -0.383 1.134 -0.550 0.208
H -2.5737 1.8721 0.5656 0.825 -0.276 -0.187 0.210
H -1.9165 1.2539 -0.9963 -0.039 -0.752 1.752 0.214
H -1.4483 -0.6228 1.2257 -0.847 -0.532 -0.321 0.197
H -3.1962 -0.4268 1.4810 1.068 1.034 -1.343 0.207
H -2.5938 -0.9966 -0.0363 -0.357 -1.535 -1.746 0.206
H 1.2091 1.0255 1.3900 0.176 -0.532 0.221 -0.069

19
Properties=species:S:1:pos:R:3:forces:R:3:nbo_charge:R:1 method="wB97M-V/def2-TZVPD" homo_lumo_gap_ev="7.40 / 8.53" fmax_ha_per_bohr=0.06338 charge=+2 s2=0.76 spin_multiplicity=2 e_homo_ev="-18.11 / -19.27" e_above_lowest_kj_mol=130.10
O 1.9314 1.3603 -0.7699 1.189 0.139 0.471 -0.616
C 2.4640 0.4776 -0.0312 0.949 -1.404 -2.783 0.277
C 1.7896 -0.7829 0.0194 0.435 0.489 1.854 0.220
O 0.5060 -0.6585 -0.2866 0.207 -0.825 -0.303 -0.558
C -0.4888 -1.6903 -0.1875 -0.570 -1.070 -0.288 -0.100
C -1.7291 -1.0085 0.3405 0.041 -0.932 0.717 -0.110
O -1.8675 0.2346 -0.3424 -0.435 -0.790 -0.733 -0.634
C -3.1490 0.8398 -0.1751 -1.496 0.681 0.143 -0.271
In -0.1616 1.3320 -0.6867 0.419 2.361 1.567 1.812
H 3.5471 0.4911 0.1506 -0.368 0.462 0.547 0.250
H 2.1267 -1.6819 0.5353 0.030 0.107 -0.319 0.253
H -0.1591 -2.4934 0.4803 -0.015 0.189 -0.141 0.259
H -0.6325 -2.0717 -1.2052 0.026 -0.033 0.241 0.243
H -1.6491 -0.8188 1.4213 -0.082 0.035 -0.245 0.229
H -2.6036 -1.6454 0.1495 0.172 0.211 0.017 0.261
H -3.1146 1.8198 -0.6613 -0.113 -0.189 0.109 0.219
H -3.9143 0.2144 -0.6536 0.261 0.195 0.101 0.238
H -3.3739 0.9623 0.8937 0.139 -0.032 -0.295 0.231
H 0.1856 2.0697 0.8807 -0.790 0.407 -0.659 -0.205

16
Properties=species:S:1:pos:R:3:forces:R:3:nbo_charge:R:1 method="wB97M-V/def2-TZVPD" homo_lumo_gap_ev=11.19 fmax_ha_per_bohr=0.09658 charge=+1 spin_multiplicity=1 smiles="C=[N+]=C(C)CC" e_homo_ev=-15.79 e_above_lowest_kj_mol=259.35
C 2.5273 -0.2132 -0.3453 0.189 0.591 0.575 0.068
C -0.6148 -0.4859 1.0785 -2.733 1.831 -2.319 -0.442
C 0.2052 0.5247 0.1908 0.157 -1.746 -0.039 0.444
C -1.8974 -1.2115 0.3821 4.298 -1.823 -1.694 -0.585
C -0.0262 1.6473 -0.7592 0.159 2.508 -0.753 -0.706
N 1.3896 0.1515 -0.0574 -0.484 0.149 2.470 -0.237
H 2.5198 -0.6805 -1.2458 0.618 -2.050 -2.671 0.212
H 3.4798 -0.0489 0.1246 -0.034 0.563 0.732 0.247
H 0.0198 -1.2187 1.4521 1.384 -1.294 0.280 0.235
H -1.1231 -0.0923 1.9532 0.519 1.138 0.007 0.267
H -1.5606 -1.9817 -0.4455 -0.191 0.955 2.061 0.216
H -2.5760 -0.7087 -0.2282 -1.295 1.822 0.013 0.236
H -2.2443 -1.6878 1.2581 -1.239 -0.851 0.317 0.234
H 0.5667 2.5831 -0.5634 -0.057 -1.181 0.311 0.280
H -0.9370 2.0973 -1.0509 -1.928 -0.208 0.973 0.277
H 0.2711 1.3253 -1.7438 0.637 -0.404 -0.264 0.254

16
Properties=species:S:1:pos:R:3:forces:R:3:nbo_charge:R:1 method="wB97M-V/def2-TZVPD" homo_lumo_gap_ev="8.28 / 6.65" fmax_ha_per_bohr=0.09268 charge=+1 spin_multiplicity=1 e_homo_ev="-12.56 / -11.77" e_above_lowest_kj_mol=642.97
C -0.6117 0.2467 -0.7161 1.601 1.298 0.730 -0.303
C 2.1472 0.5993 -1.0291 -1.348 -1.399 1.115 0.130
C 2.7321 0.4658 0.1134 0.791 1.245 -0.003 -0.264
C -1.5406 -0.6158 -0.9497 -0.388 1.022 1.086 -0.178
C 2.3798 0.0502 1.5130 3.019 3.500 1.162 -0.634
N -3.1667 -0.3996 -0.5508 0.146 -1.351 -2.006 -0.764
H -0.4940 1.2245 -0.1938 -0.771 -1.025 -0.605 0.219
H 2.1877 0.4500 -2.0787 -0.081 0.486 -0.562 0.244
H 3.7180 1.0160 0.0485 -0.475 -0.667 -0.201 0.295
H -1.4637 -1.5648 -1.3819 -0.227 -1.177 -0.617 0.218
H 3.3481 -0.1858 2.1183 -1.500 1.280 -0.988 0.251
H 1.9830 -0.8543 1.5625 -2.674 -3.814 -0.273 0.235
H 1.7407 0.8467 1.9856 0.783 -0.922 -0.227 0.255
H -3.5752 -0.0642 -1.4578 0.031 -0.797 1.091 0.440
H -3.3443 0.3088 0.0937 0.287 1.986 1.410 0.418
H -3.6983 -1.1975 -0.1236 0.804 0.337 -1.115 0.438